# 1
{
  "formula": "C14H17FN2O3",
  "method": "the ωB97M-V functional and the def2-TZVPD basis",
  "species": ["H", "H", "H", "C", "N", "O", "N", "C", "H", "H", "H", "C", "H", "C", "C", "O", "F", "H", "H", "C", "H", "H", "C", "H", "H", "H", "H", "C", "C", "C", "C", "C", "C", "O", "H", "C", "H"],
  "xyz": [[-1.524, -3.388, -2.737], [-1.661, -1.110, -1.705], [-1.512, -3.030, 0.116], [0.429, 0.860, 0.060], [0.209, -1.347, -0.917], [-0.197, -0.408, 0.193], [1.416, -3.226, -1.461], [-1.976, -3.445, -0.843], [2.121, -3.909, -1.294], [-0.337, 1.028, -1.973], [0.116, 3.450, -2.273], [-1.005, -3.056, -1.873], [2.197, 2.606, 1.206], [0.677, 2.880, -1.546], [-0.832, 1.568, 2.264], [2.300, -1.700, 0.051], [0.073, 3.468, 5.191], [-1.725, 1.033, 2.000], [1.496, 0.814, -0.144], [-0.196, 1.691, -1.131], [1.570, 2.733, -2.035], [-1.065, 2.162, -0.751], [1.342, 3.119, 3.171], [-0.350, -1.358, -2.848], [-1.743, 2.101, 4.060], [-3.008, -3.125, -0.889], [0.844, 3.579, -0.687], [1.347, 2.484, 1.906], [-0.762, -1.656, -1.933], [0.346, 1.643, 1.419], [0.269, -3.863, -1.813], [1.421, -2.053, -0.801], [-0.869, 2.174, 3.474], [0.301, -4.929, -2.410], [-1.941, -4.481, -0.720], [0.180, 2.943, 3.949], [2.050, 3.745, 3.722]],
  "nbo_charge": [0.24, 0.24, 0.20, 0.09, -0.19, -0.34, -0.64, -0.59, 0.44, 0.20, 0.21, -0.33, 0.22, -0.61, -0.17, -0.62, -0.32, 0.22, 0.20, -0.42, 0.21, 0.21, -0.29, 0.20, 0.22, 0.22, 0.21, -0.19, -0.23, -0.05, 0.69, 0.76, -0.29, -0.56, 0.22, 0.41, 0.24],
  "e_tot_ev": -26631.3000,
  "homo_energy_ev": -9.1,
  "mol_weight_g_mol": 280.3,
  "multiplicity": 1,
  "gap_ev": 9.578
}

***

# 2
{
  "formula": "C14H17MnN3S",
  "method": "the ωB97M-V functional and the def2-TZVPD basis",
  "species": ["C", "N", "H", "Mn", "H", "H", "H", "C", "C", "H", "H", "C", "H", "C", "H", "C", "H", "H", "H", "H", "C", "C", "S", "C", "C", "N", "C", "H", "C", "H", "H", "H", "N", "C", "C", "H"],
  "xyz": [[-1.429, 2.191, -3.340], [-1.031, 0.740, -1.018], [1.092, -2.460, 0.211], [-0.579, -0.554, 0.503], [-1.574, 2.776, -4.246], [2.439, 2.345, -2.369], [1.055, -0.743, 2.625], [2.546, 0.264, 0.833], [-2.259, 0.786, -1.574], [0.694, 2.620, -3.215], [-2.550, -2.134, 1.491], [-2.490, 1.503, -2.745], [0.039, -2.219, -1.254], [-2.469, -1.347, 0.719], [4.649, 0.739, 0.960], [3.724, 0.873, 0.398], [-3.174, -0.535, 0.990], [0.212, -2.306, 2.943], [2.563, -0.364, 1.727], [-0.628, -3.108, 0.192], [-0.160, 2.122, -2.767], [0.060, -2.324, -0.156], [-1.238, -0.463, 3.222], [0.035, 1.379, -1.592], [2.501, 1.785, -1.444], [1.356, 0.417, 0.193], [3.714, 1.637, -0.773], [-2.766, -1.737, -0.287], [0.393, -1.296, 3.294], [-3.029, 0.222, -1.051], [0.781, -1.319, 4.318], [-3.489, 1.510, -3.179], [-2.763, -2.570, 4.534], [1.328, 1.202, -0.936], [-2.169, -1.742, 3.958], [4.614, 2.111, -1.165]],
  "mulliken_spin": [0.05, 0.21, 0.02, 4.36, 0.00, 0.02, -0.05, -0.03, -0.01, 0.02, 0.01, 0.11, 0.03, -0.27, 0.01, 0.10, -0.01, 0.00, 0.01, 0.03, 0.01, -0.23, 0.03, 0.12, -0.02, 0.11, 0.09, 0.02, 0.06, 0.01, 0.00, 0.01, 0.01, 0.15, 0.00, 0.01],
  "e_tot_ev": -61416.4057,
  "homo_energy_ev": [-5.1, -8.7],
  "mol_weight_g_mol": 314.3,
  "s_squared": 8.925,
  "multiplicity": 6,
  "gap_ev": [5.032, 8.560]
}

***

# 3
{
  "formula": "C14H17N",
  "method": "the ωB97M-V functional and the def2-TZVPD basis",
  "species": ["H", "H", "H", "H", "H", "H", "H", "C", "C", "C", "H", "H", "C", "C", "C", "C", "H", "C", "C", "H", "H", "C", "H", "H", "H", "H", "N", "C", "C", "H", "C", "C"],
  "xyz": [[-0.185, 2.915, -0.470], [1.403, 1.624, 0.817], [-1.618, -1.438, -2.011], [-2.385, -2.116, -0.676], [-0.437, 2.006, 1.152], [3.323, 1.200, 2.431], [-1.665, 0.457, -2.654], [0.579, -0.622, -1.992], [1.240, -0.384, 0.215], [-1.487, 1.397, -2.113], [3.255, -2.812, 1.715], [-0.737, 1.858, -2.625], [2.793, -1.872, 1.361], [-0.909, 2.257, 0.123], [3.328, -0.880, 2.155], [-1.371, -0.310, -0.229], [4.183, -0.992, 2.761], [-1.797, -0.441, 1.195], [-2.215, -1.228, -1.140], [-1.764, 2.861, 0.005], [-3.074, -0.719, -1.481], [1.846, 0.623, 0.873], [-2.483, -1.313, 1.212], [-2.317, 2.007, -2.018], [1.208, -2.464, -0.075], [-2.400, 0.402, 1.530], [0.895, -1.084, -2.965], [-1.015, 1.045, -0.721], [2.813, 0.413, 1.937], [-0.853, -0.501, 1.906], [0.133, -0.189, -0.717], [1.711, -1.700, 0.499]],
  "nbo_charge": [0.22, 0.21, 0.22, 0.21, 0.23, 0.21, 0.23, 0.31, -0.03, -0.62, 0.22, 0.22, -0.21, -0.65, -0.21, 0.01, 0.21, -0.63, -0.61, 0.23, 0.21, -0.20, 0.22, 0.21, 0.22, 0.22, -0.34, 0.07, -0.19, 0.23, -0.24, -0.19],
  "e_tot_ev": -16280.9561,
  "homo_energy_ev": -9.1,
  "mol_weight_g_mol": 199.3,
  "multiplicity": 1,
  "gap_ev": 9.802
}

***

# 4
{
  "formula": "C14H17N3O4",
  "method": "the ωB97M-V functional and the def2-TZVPD basis",
  "species": ["C", "H", "C", "C", "C", "H", "C", "O", "N", "H", "H", "C", "O", "H", "H", "H", "O", "C", "C", "H", "C", "N", "N", "C", "H", "H", "H", "C", "H", "C", "H", "H", "C", "H", "H", "O", "H", "C"],
  "xyz": [[-0.368, -0.412, -1.722], [0.266, 1.807, -1.383], [0.641, 0.844, -1.329], [1.783, -2.949, -1.578], [-2.304, 3.342, 2.596], [2.856, -4.507, -2.779], [0.081, 3.148, 1.187], [1.969, 0.787, -1.982], [-2.638, 0.824, 2.416], [-1.135, -0.081, -1.138], [3.887, -3.016, -2.389], [3.175, -3.654, -1.952], [-0.066, 0.793, 1.011], [-3.283, 3.224, 3.113], [-2.399, -2.778, -0.886], [1.957, 1.260, 0.616], [-3.191, 0.949, 3.371], [-1.600, -2.722, -0.293], [1.192, 0.639, 0.290], [0.068, 5.347, 1.340], [-1.614, 2.211, 2.039], [0.294, -1.522, -1.468], [1.394, -1.757, -1.866], [-0.430, 1.848, 1.485], [-2.048, 5.431, 2.483], [-0.611, -0.189, -2.602], [3.570, -4.095, -1.032], [-0.316, 4.324, 1.652], [2.225, 0.028, -2.181], [0.900, -3.648, -0.962], [-1.625, -1.857, 0.533], [1.117, 3.318, 0.465], [-0.170, -2.515, -1.003], [1.280, -0.356, 0.493], [0.966, -4.669, -0.526], [-2.260, -0.094, 1.622], [-1.707, -3.708, 0.212], [-1.856, 4.406, 2.147]],
  "nbo_charge": [-0.22, 0.19, 0.12, 0.13, -0.26, 0.21, -0.29, -0.72, 0.58, 0.24, 0.22, -0.62, -0.45, 0.25, 0.21, 0.20, -0.29, -0.66, -0.07, 0.23, 0.00, -0.17, -0.39, 0.29, 0.21, 0.21, 0.22, -0.21, 0.47, -0.34, 0.25, 0.22, 0.25, 0.20, 0.24, -0.46, 0.23, -0.20],
  "e_tot_ev": -27438.0506,
  "homo_energy_ev": -8.6,
  "mol_weight_g_mol": 291.3,
  "multiplicity": 1,
  "gap_ev": 9.212
}

***

# 5
{
  "formula": "C14H17N5O3",
  "method": "the ωB97M-V functional and the def2-TZVPD basis",
  "species": ["H", "N", "H", "C", "H", "N", "O", "C", "H", "H", "C", "H", "H", "N", "N", "H", "C", "O", "N", "H", "C", "H", "C", "H", "H", "C", "H", "H", "C", "C", "H", "H", "C", "C", "C", "C", "H", "O", "C"],
  "xyz": [[-4.714, 3.020, 0.125], [2.103, 0.112, 0.188], [-4.679, 0.111, -1.890], [6.700, 0.672, -0.149], [-5.548, -0.082, 0.644], [5.437, 1.184, 0.084], [-3.877, -1.376, 0.438], [0.925, 0.936, 0.268], [3.289, 2.039, -0.042], [2.869, -1.973, 1.205], [-5.139, -0.940, 0.082], [1.000, 2.038, -0.040], [-5.959, -1.507, 0.421], [3.204, 0.851, 0.142], [5.799, -1.528, 0.262], [-3.263, 3.331, 0.959], [3.626, -2.095, 0.191], [-3.813, 1.371, 0.326], [6.862, -0.609, 0.064], [-5.139, -1.572, -1.694], [-5.338, -0.685, -1.331], [2.895, -2.211, -0.663], [4.647, -0.955, -0.132], [-1.322, 2.218, 0.048], [7.829, -1.172, 0.066], [-0.396, 0.230, 0.388], [-1.902, -2.756, 0.399], [4.007, -2.954, 0.203], [4.560, 0.414, -0.018], [-2.777, 0.662, 0.207], [-3.218, 3.186, -0.683], [0.433, -1.620, 0.324], [-2.825, -0.798, 0.333], [-3.778, 3.012, 0.240], [-1.707, -1.739, 0.212], [-1.467, 1.186, 0.102], [-6.420, -0.343, -1.656], [7.618, 1.457, 0.027], [-0.523, -1.114, 0.352]],
  "nbo_charge": [0.19, -0.24, 0.21, 0.69, 0.18, -0.46, -0.46, 0.02, 0.36, 0.23, -0.09, 0.18, 0.20, -0.41, -0.13, 0.18, -0.57, -0.54, -0.44, 0.20, -0.62, 0.22, 0.11, 0.20, 0.44, -0.13, 0.22, 0.19, 0.37, 0.25, 0.18, 0.22, 0.33, -0.16, -0.26, -0.27, 0.22, -0.60, -0.20],
  "e_tot_ev": -28374.7885,
  "homo_energy_ev": -6.9,
  "mol_weight_g_mol": 303.3,
  "multiplicity": 1,
  "gap_ev": 6.758
}

***

# 6
{
  "formula": "C14H17N7O3",
  "method": "the ωB97M-V functional and the def2-TZVPD basis",
  "species": ["H", "N", "C", "N", "H", "C", "N", "C", "H", "H", "C", "H", "C", "H", "C", "N", "O", "H", "C", "H", "C", "H", "H", "H", "H", "C", "O", "C", "C", "C", "H", "H", "N", "C", "N", "H", "H", "C", "O", "N", "H"],
  "xyz": [[-0.123, -0.275, -4.119], [-1.802, -0.234, -0.365], [4.014, -1.552, 1.789], [4.460, 1.468, -0.087], [-3.276, -0.199, -2.632], [2.474, -1.644, 1.865], [3.270, 1.237, 1.691], [-0.184, -0.388, -2.272], [2.042, -2.677, 0.078], [-0.499, -3.031, 0.024], [-3.499, 0.636, -1.877], [-2.599, 1.626, 1.229], [-3.095, 1.626, 0.283], [-0.446, 1.257, -0.708], [3.945, 0.667, 0.749], [0.487, -1.953, 1.507], [0.215, -1.518, -2.310], [-5.563, 3.380, -1.591], [-1.914, -1.445, 0.367], [2.752, 0.630, 2.367], [-4.736, 2.606, -1.358], [-4.290, 3.359, 0.738], [0.266, -0.151, -0.115], [4.918, 2.379, 0.271], [4.485, -2.511, 1.531], [-4.064, 2.632, -0.050], [-0.250, 0.372, -3.416], [-4.400, 1.590, -2.225], [-2.846, 0.598, -0.589], [-0.507, 0.158, -0.847], [2.805, 2.029, 1.246], [4.478, -1.335, 2.745], [0.510, -1.171, 2.499], [-0.798, -2.378, 0.894], [1.717, -0.869, 2.794], [-4.793, 1.713, -3.233], [-1.330, -2.941, 1.588], [1.753, -2.208, 0.952], [-3.029, -1.872, 0.674], [4.329, -0.573, 0.663], [5.120, 0.963, -0.751]],
  "nbo_charge": [0.50, -0.47, -0.28, -0.82, 0.22, 0.09, -0.83, 0.78, 0.25, 0.25, -0.20, 0.22, -0.21, 0.23, 0.54, -0.14, -0.59, 0.23, 0.68, 0.43, -0.20, 0.22, 0.25, 0.39, 0.21, -0.20, -0.67, -0.23, 0.14, -0.31, 0.38, 0.20, -0.03, -0.30, -0.31, 0.22, 0.25, -0.13, -0.58, -0.61, 0.41],
  "e_tot_ev": -31363.6973,
  "homo_energy_ev": -8.1,
  "mol_weight_g_mol": 331.3,
  "multiplicity": 1,
  "gap_ev": 8.550
}

***

# 7
{
  "formula": "C14H18AsF10N3Pt",
  "method": "the ωB97M-V functional and the def2-TZVPD basis",
  "species": ["C", "C", "H", "F", "H", "Pt", "F", "H", "C", "H", "F", "N", "C", "C", "C", "C", "H", "C", "C", "H", "H", "C", "F", "H", "H", "F", "H", "F", "H", "As", "H", "C", "H", "F", "F", "H", "H", "C", "F", "N", "N", "C", "F", "H", "H", "C", "H"],
  "xyz": [[2.113, -1.825, 3.284], [1.695, 1.682, -1.649], [-0.363, 4.556, 0.301], [-2.147, -0.730, 1.086], [-1.989, -4.794, -0.031], [0.105, -0.351, -0.696], [4.625, 0.287, 0.852], [-2.370, 2.680, -2.101], [-0.482, -3.367, 0.081], [1.954, 2.699, -1.944], [-3.265, 0.944, -0.209], [0.071, -2.446, -0.316], [-0.240, 2.527, -0.288], [2.390, -0.498, 1.243], [-1.139, -4.549, 0.603], [2.509, 1.233, -0.470], [-0.018, 1.180, -3.400], [1.585, -1.233, 2.156], [3.756, -0.369, 1.618], [-0.664, 4.350, -1.412], [3.532, 1.031, -0.774], [-0.429, 1.895, -2.688], [5.549, -0.841, 3.012], [0.990, 4.274, -0.776], [-1.292, 2.294, -0.135], [-1.773, -0.726, -1.375], [0.276, 2.249, 0.631], [-4.663, -0.843, 0.869], [-2.407, 0.983, -2.597], [-3.334, -0.772, -0.170], [-1.493, -4.334, 1.610], [-0.048, 4.004, -0.584], [2.546, 2.003, 0.307], [-4.210, -0.791, -1.629], [1.291, -2.487, 4.090], [3.860, -2.179, 4.484], [1.879, 1.024, -2.497], [4.257, -0.974, 2.749], [-3.123, -2.479, -0.252], [0.230, 1.577, -1.358], [1.860, 0.048, 0.111], [-1.935, 1.941, -2.773], [0.270, -1.280, 2.003], [-0.034, 2.878, -2.954], [-0.434, -5.378, 0.624], [3.453, -1.715, 3.596], [-2.170, 2.250, -3.793]],
  "mulliken_spin": [-0.07, 0.01, 0.00, 0.00, 0.00, 0.14, 0.01, 0.00, 0.00, 0.00, 0.00, 0.00, 0.01, 0.00, 0.00, -0.05, 0.00, 0.12, 0.14, 0.00, 0.03, 0.00, -0.01, 0.00, 0.00, 0.00, 0.00, 0.00, 0.00, 0.00, 0.00, 0.00, 0.02, 0.00, -0.01, 0.01, 0.00, -0.06, 0.00, 0.00, 0.51, 0.00, 0.02, 0.00, 0.00, 0.18, 0.00],
  "e_tot_ev": -110536.0630,
  "homo_energy_ev": [-12.7, -13.0],
  "mol_weight_g_mol": 688.3,
  "s_squared": 0.783,
  "multiplicity": 2,
  "total_charge": 1,
  "gap_ev": [9.263, 6.841]
}

***

# 8
{
  "formula": "C14H18Cl8N2",
  "method": "the ωB97M-V functional and the def2-TZVPD basis",
  "species": ["C", "Cl", "H", "H", "H", "Cl", "H", "C", "C", "C", "C", "Cl", "Cl", "Cl", "C", "H", "H", "H", "C", "H", "N", "H", "H", "C", "C", "H", "H", "H", "H", "C", "H", "H", "Cl", "H", "Cl", "C", "C", "H", "C", "Cl", "N", "C"],
  "xyz": [[4.522, -5.153, 0.672], [-4.557, 5.260, 2.359], [-4.282, 6.624, 0.387], [-0.335, -4.897, 1.796], [-2.054, 1.211, -3.982], [-0.950, 0.401, 3.185], [-4.002, 2.323, -4.932], [4.734, -4.209, -0.340], [4.283, -4.711, 1.996], [-2.905, 1.476, -3.372], [4.180, -3.389, 2.267], [5.627, 1.742, -2.925], [2.951, 2.334, -3.573], [-1.872, -6.182, 0.625], [4.513, -2.456, 1.232], [3.724, 1.261, -1.606], [3.766, 0.216, -3.062], [4.600, -6.211, 0.468], [-4.089, 1.388, -1.253], [4.619, -1.401, 1.440], [-5.216, 2.215, -3.208], [-0.716, 2.754, 3.636], [-6.127, 2.035, -1.346], [3.969, 1.211, -2.666], [-4.424, 6.794, 1.455], [-5.352, 7.352, 1.579], [-4.164, 1.184, -0.195], [4.143, -5.535, 2.680], [0.459, 1.782, 4.514], [-5.205, 1.887, -1.889], [4.948, -4.523, -1.350], [-2.019, 0.964, -1.430], [-3.077, 7.788, 2.053], [3.998, -3.006, 3.260], [-0.068, -4.301, -0.545], [-0.057, 1.889, 3.560], [-0.950, -4.757, 0.907], [-1.652, -3.966, 1.170], [-2.913, 1.214, -1.980], [1.260, 2.286, 2.371], [4.779, -2.871, -0.045], [-4.090, 1.977, -3.913]],
  "nbo_charge": [-0.25, -0.03, 0.23, 0.22, 0.22, -0.02, 0.19, 0.02, -0.18, -0.26, -0.26, -0.02, -0.04, 0.00, 0.04, 0.22, 0.23, 0.22, -0.27, 0.20, -0.42, 0.23, 0.19, -0.40, -0.39, 0.22, 0.22, 0.22, 0.22, 0.03, 0.20, 0.22, -0.03, 0.22, -0.01, -0.38, -0.43, 0.22, -0.16, -0.05, -0.42, 0.03],
  "e_tot_ev": -117968.2320,
  "homo_energy_ev": -9.7,
  "mol_weight_g_mol": 497.9,
  "multiplicity": 1,
  "gap_ev": 9.908
}

***

- What is the multiplicity in the fourth record?
  1